1.
95
Properties=species:S:1:pos:R:3 method="wB97M-V/def2-TZVPD" total_energy_ev=-202496.06244 de_lowest_kj_mol=155.00 max_force_ev_per_a=3.346
Cs 0.76238 0.00635 -1.70578
N -0.25207 -0.75894 2.04623
C -0.09386 -2.14059 2.01100
C -0.23812 -3.00679 3.09822
C -0.04869 -4.36150 2.88706
C 0.25466 -4.83271 1.62025
C 0.34728 -3.90048 0.60131
N 0.18509 -2.59236 0.78301
C -0.04080 0.19439 3.03663
C -0.12711 -0.03089 4.41541
C 0.10466 1.03241 5.27068
C 0.39079 2.28759 4.75750
C 0.43481 2.41239 3.37864
N 0.23814 1.40092 2.53689
H -0.23648 -0.36532 1.11686
H -0.51266 -2.65482 4.07628
H -0.15468 -5.05026 3.71756
H 0.40608 -5.88563 1.42580
H 0.56774 -4.20699 -0.41658
H -0.38100 -0.99323 4.82248
H 0.04777 0.87701 6.34237
H 0.57416 3.13834 5.40042
H 0.64658 3.37271 2.91545
C 4.24883 -2.48553 -1.73308
C 3.76917 -2.15082 -3.12138
C 4.63826 -2.28119 -4.22954
C 4.16652 -2.04284 -5.48386
C 2.81506 -1.66494 -5.68076
C 2.24324 -1.40804 -6.94452
Br 3.26602 -1.61256 -8.53522
C 0.94432 -1.00554 -7.05055
C 0.16388 -0.86148 -5.90179
Br -1.62966 -0.27092 -6.11101
C 0.61152 -1.14156 -4.59565
O -0.13894 -1.05906 -3.56742
C 2.01964 -1.53141 -4.51243
N 2.52442 -1.77245 -3.26588
H 4.16092 -3.56221 -1.55945
H 3.64961 -1.96779 -0.98342
H 5.29838 -2.21567 -1.60115
H 5.67243 -2.56582 -4.07263
H 4.81736 -2.13507 -6.34341
H 0.51331 -0.80009 -8.02030
C -5.61184 2.80604 -2.12217
C -4.79666 2.60486 -3.40235
C -4.53090 1.14415 -3.77614
C -3.51047 0.43737 -2.89259
N -4.06711 0.07433 -1.58690
C -3.52416 0.33929 -0.38432
S -2.17393 1.33092 -0.18057
N -4.15843 -0.25839 0.65116
C -3.83431 -0.11364 2.06622
C -4.80338 0.79655 2.80984
C -4.75070 2.25041 2.35489
C -5.65798 3.14980 3.18997
H -5.89442 3.85419 -2.00188
H -5.04449 2.51479 -1.23593
H -6.53254 2.21410 -2.14934
H -3.83575 3.11847 -3.29887
H -5.31881 3.08278 -4.23523
H -4.15468 1.09787 -4.80136
H -5.47485 0.58365 -3.76480
H -2.65865 1.08411 -2.71129
H -3.13562 -0.46250 -3.38083
H -4.83619 -0.57624 -1.61341
H -5.00215 -0.76677 0.43990
H -2.82485 0.28661 2.12416
H -3.83185 -1.10906 2.51441
H -4.56136 0.73984 3.87714
H -5.82521 0.41222 2.69846
H -5.04043 2.31348 1.30190
H -3.71708 2.60259 2.40798
H -6.70024 2.82373 3.13059
H -5.61267 4.18531 2.84814
H -5.36398 3.13196 4.24329
C 3.65068 -0.58350 1.86414
C 4.44274 -0.12580 3.12265
N 5.12623 1.14417 2.85081
C 6.07470 0.95106 1.74923
C 5.33302 0.41020 0.49201
N 3.89248 0.34648 0.75489
C 3.42252 1.68326 1.13812
C 4.12549 2.13889 2.44814
H 2.57429 -0.60661 2.05687
H 3.95276 -1.58373 1.54341
H 5.19602 -0.86305 3.41032
H 3.77797 0.02093 3.97714
H 6.84994 0.25862 2.08206
H 6.55466 1.91027 1.54611
H 5.67415 -0.59428 0.23269
H 5.49624 1.05031 -0.37661
H 2.34036 1.63617 1.26526
H 3.64058 2.36416 0.31171
H 3.40679 2.24130 3.26514
H 4.62513 3.10170 2.32164

=====

2.
90
Properties=species:S:1:pos:R:3 method="wB97M-V/def2-TZVPD" multiplicity=3 total_energy_ev=-109416.67550 de_lowest_kj_mol=78.81 max_force_ev_per_a=10.112
C -0.59857 -2.65090 0.78581
C -0.52455 -2.41176 -0.61946
C 0.84196 -2.52999 -1.00258
H -1.37979 -2.16824 -1.24595
C 1.60575 -2.82328 0.17682
C 0.71721 -2.88930 1.28469
H 0.99032 -3.10927 2.31296
H -1.52610 -2.67322 1.35583
H 1.25259 -2.42636 -2.00654
H 2.68033 -2.96305 0.21349
V 0.62707 -1.06036 0.41346
Cl 2.02119 0.42167 -0.98802
P 0.14074 -0.25469 -4.49749
C 1.35949 -1.43949 -5.00110
C 1.12748 -2.30958 -6.08596
H 0.15488 -2.30922 -6.58407
C 2.15116 -3.14664 -6.52226
H 1.98225 -3.80038 -7.37929
C 3.39713 -3.14706 -5.87356
H 4.20944 -3.77865 -6.24747
C 3.60261 -2.33778 -4.74693
H 4.55976 -2.35749 -4.22167
C 2.59404 -1.49856 -4.29500
H 2.73441 -0.87513 -3.40764
C -1.55000 -0.76535 -4.69525
C -1.90934 -2.12736 -4.52109
H -1.16797 -2.84155 -4.15372
C -3.19178 -2.54870 -4.84766
H -3.45096 -3.60979 -4.76899
C -4.14776 -1.62739 -5.29199
H -5.13576 -1.97030 -5.61477
C -3.83961 -0.25489 -5.31651
H -4.60295 0.46790 -5.60049
C -2.55993 0.18290 -4.99392
H -2.31673 1.24943 -4.99767
C 0.54591 1.43774 -4.84657
C 1.14340 1.78450 -6.07804
H 1.41653 0.99887 -6.78602
C 1.35655 3.12944 -6.36737
H 1.78720 3.40904 -7.33176
C 1.01957 4.12494 -5.43490
H 1.15784 5.17904 -5.68565
C 0.50998 3.77110 -4.17694
H 0.27223 4.53640 -3.44040
C 0.29360 2.43528 -3.86339
H -0.05652 2.13396 -2.87096
C -1.09267 -2.04817 4.29264
C -2.17613 -0.99187 4.21053
C -3.30260 -1.43492 3.27935
C -2.70923 -0.66087 5.59259
O -1.61621 0.27632 3.69458
Si -0.36340 0.86665 2.84551
S -0.84921 0.79971 0.85593
O -0.01891 2.41858 3.25028
C -0.85942 3.21328 4.14767
C -2.31342 3.15711 3.68745
C -0.71241 2.68758 5.56760
C -0.34973 4.64437 4.01497
O 0.96614 -0.07663 3.19009
C 2.39727 0.21444 3.48502
C 3.11600 0.75634 2.25639
C 2.44702 1.23341 4.59988
C 2.96278 -1.13283 3.90689
H -1.50517 -2.95283 4.76815
H -0.24136 -1.70336 4.89245
H -0.73786 -2.33544 3.29400
H -3.71396 -2.38597 3.64345
H -4.10971 -0.69279 3.27415
H -2.94275 -1.57189 2.25412
H -1.89602 -0.34301 6.25602
H -3.46386 0.13462 5.54439
H -3.17772 -1.54947 6.03086
H -2.73402 2.15266 3.82411
H -2.91508 3.85987 4.28281
H -2.37765 3.43452 2.62767
H 0.33272 2.74353 5.89481
H -1.32156 3.29670 6.25014
H -1.06575 1.65005 5.63801
H 0.70802 4.71792 4.28883
H -0.46709 5.00261 2.98460
H -0.91924 5.31002 4.67525
H 2.59452 1.62901 1.83684
H 4.12323 1.06817 2.56281
H 3.23140 -0.01288 1.47673
H 1.89484 0.88600 5.48204
H 3.49473 1.38038 4.89312
H 2.05114 2.20196 4.26811
H 2.40224 -1.53836 4.75864
H 2.92714 -1.85829 3.08164
H 4.00865 -1.00275 4.20485

=====

3.
115
Properties=species:S:1:pos:R:3 method="wB97M-V/def2-TZVPD" total_energy_ev=-128222.85667 smiles="CCCCCCCCC[C@H]1CC(=O)O[C@@]1(S)S(=O)(=O)C(F)(F)C(F)(F)C(F)(F)C(F)(F)F.O=C1OCCO1.O=C1OCCO1.O=C1OCCO1.O=C1OCCO1.O=C1OCCO1.O=C1OCCO1" de_lowest_kj_mol=467.06 max_force_ev_per_a=9.021
C 4.38483 1.91157 -1.27341
C 4.09611 0.87013 -2.49167
C 4.53822 -0.62716 -2.12619
C 3.89171 -1.75359 -3.06484
C 2.29072 -1.77559 -3.06855
C 1.84632 -2.34248 -4.52538
C 0.31699 -2.80402 -4.54257
C 0.22234 -4.29198 -3.91621
C -1.28238 -4.56588 -3.46708
C -1.66803 -4.30827 -1.95177
C -0.50838 -4.18844 -0.81781
C -0.63762 -2.61112 -0.51770
O 0.24653 -2.07095 0.15601
O -1.77531 -2.02298 -1.16772
C -2.67336 -3.15689 -1.47455
S -3.10423 -3.75284 0.26971
S -3.95645 -2.40739 -2.54468
O -3.36294 -1.09188 -3.03153
O -4.28158 -3.17492 -3.81417
C -5.60060 -1.98063 -1.81119
F -6.63977 -2.62332 -2.55706
F -5.83552 -2.37111 -0.48115
C -5.97689 -0.40595 -1.87074
F -7.19638 -0.30718 -1.12715
F -5.03205 0.31680 -1.12422
C -6.30164 0.16402 -3.32261
F -7.72447 0.23705 -3.44583
F -5.87035 -0.60059 -4.40134
C -5.81109 1.69618 -3.38777
F -6.31447 2.25686 -4.59678
F -4.42587 1.84340 -3.45548
F -6.41147 2.47016 -2.36735
H 4.74698 2.87907 -1.74247
H 5.15020 1.47533 -0.53889
H 3.39417 2.11346 -0.74056
H 2.98828 0.98224 -2.72938
H 4.66238 1.23982 -3.41110
H 4.41197 -0.86892 -1.01831
H 5.67459 -0.67191 -2.32392
H 4.22193 -1.53908 -4.13896
H 4.24617 -2.79645 -2.77885
H 1.79595 -0.75979 -2.94508
H 1.87741 -2.48674 -2.26998
H 2.52906 -3.25413 -4.70939
H 2.09589 -1.55131 -5.31167
H 0.02499 -2.91890 -5.65346
H -0.41861 -2.06325 -4.09516
H 1.03460 -4.53229 -3.16487
H 0.42010 -4.99639 -4.80926
H -1.47613 -5.68614 -3.66700
H -1.93576 -4.02900 -4.24511
H -2.23217 -5.26988 -1.64344
H -0.54581 -4.92590 0.04819
H 0.57690 -4.26626 -1.14124
H -3.44084 -2.63218 1.03792
C -9.13673 5.19807 -3.64526
C -8.38355 5.33458 -2.35637
O -8.06300 6.71852 -2.31694
C -8.97371 7.36350 -3.09690
O -9.09446 8.55124 -3.15092
O -9.72918 6.48038 -3.80600
H -9.89988 4.41992 -3.60256
H -8.47825 5.00317 -4.49670
H -8.99727 5.08884 -1.48474
H -7.47930 4.72573 -2.33594
C -1.07112 4.09526 -2.40052
C -1.83290 3.18187 -3.31331
O -0.84573 2.76461 -4.24628
C 0.36446 2.90349 -3.63880
O 1.39338 2.48662 -4.08198
O 0.25097 3.57718 -2.46116
H -1.45000 4.07471 -1.37779
H -1.06224 5.13009 -2.75514
H -2.22296 2.30220 -2.79457
H -2.65553 3.68889 -3.81903
C -1.08135 -0.28448 4.24558
C -2.44112 -0.89112 4.07122
O -2.19574 -1.97509 3.18377
C -0.88071 -2.31075 3.31462
O -0.38530 -3.28854 2.83655
O -0.20937 -1.39344 4.05872
H -0.94413 0.15501 5.23365
H -0.85961 0.47114 3.48747
H -2.84762 -1.28530 5.00733
H -3.15846 -0.19074 3.64120
C 1.26136 0.48447 8.39732
C 2.69949 0.59033 7.99030
O 2.61806 0.83096 6.58901
C 1.39688 1.37328 6.34494
O 1.06490 1.84732 5.29599
O 0.59775 1.30959 7.44605
H 1.08703 0.84391 9.41241
H 0.87531 -0.53567 8.31053
H 3.20762 1.43454 8.46526
H 3.25988 -0.32111 8.19703
C 9.40985 3.55800 -0.48874
C 8.09479 3.94765 0.11731
O 7.17368 3.71099 -0.93804
C 7.73830 2.78964 -1.76548
O 7.16379 2.24410 -2.66000
O 9.04248 2.56946 -1.44119
H 10.10404 3.14949 0.24688
H 9.89339 4.38910 -1.01035
H 7.82413 3.31902 0.97068
H 8.07130 4.99351 0.42637
C 4.74946 -4.14613 8.52589
C 5.48132 -4.01889 9.82791
O 5.80404 -2.63492 9.87864
C 4.90967 -1.98549 9.08829
O 4.79188 -0.79351 9.03725
O 4.16398 -2.86040 8.36283
H 3.98326 -4.92178 8.55140
H 5.42094 -4.33793 7.68442
H 4.85282 -4.26725 10.68794
H 6.38388 -4.63018 9.86075

=====

4.
99
Properties=species:S:1:pos:R:3 method="wB97M-V/def2-TZVPD" total_energy_ev=-118770.79397 de_lowest_kj_mol=0.00 max_force_ev_per_a=0.706 charge=-1
Ir -0.89767 0.04213 0.37079
C 2.96250 -1.93005 -2.36317
Sb 0.96617 -1.11459 -2.08679
C 0.70290 -1.35286 0.03505
C 1.92925 -1.19242 0.87350
C 2.07223 -0.17568 1.82684
C 3.16634 -0.16060 2.66617
C 4.13933 -1.14223 2.53802
C 3.94562 -2.08964 1.54778
N 2.88565 -2.12601 0.74862
Si 0.21948 -3.23212 0.14234
C 0.37532 -3.87780 1.90887
C -1.36034 -3.78257 -0.71801
C 1.43948 -4.40287 -0.72465
C 1.50467 1.03287 -2.40355
C 0.64540 2.02897 -1.63349
C 0.73327 3.35095 -2.08430
C 0.10669 4.40636 -1.46279
C -0.68279 4.12893 -0.37392
C -0.82840 2.80931 -0.01559
N -0.17315 1.76414 -0.57265
Si 0.99813 1.15810 -4.26869
C -0.84914 1.15953 -4.41124
C 1.64092 2.68010 -5.18870
C 1.68475 -0.27654 -5.27630
Si 3.34759 1.49768 -2.14685
C 3.74011 3.34855 -2.20737
C 3.99127 1.05475 -0.45719
C 4.48282 0.83524 -3.48811
H 2.93225 -2.96431 -2.03783
H 3.73135 -1.41636 -1.79349
H 3.20559 -1.90025 -3.42417
H 1.32961 0.59968 1.90662
H 3.26636 0.62379 3.40778
H 5.01174 -1.17408 3.17604
H 4.68129 -2.87252 1.38690
H -0.23409 -3.37428 2.66009
H 1.41985 -3.79678 2.21584
H 0.10987 -4.93790 1.91646
H -2.10942 -3.01003 -0.83675
H -1.81565 -4.59856 -0.14683
H -1.12058 -4.16439 -1.71091
H 2.47810 -4.21280 -0.46260
H 1.33858 -4.38902 -1.81158
H 1.17840 -5.41240 -0.39227
H 1.34821 3.54302 -2.94276
H 0.22868 5.41458 -1.83881
H -1.24011 4.88547 0.15849
H -1.49829 2.55986 0.78357
H -1.31485 1.95905 -3.83015
H -1.29006 0.22298 -4.06394
H -1.13933 1.29641 -5.45611
H 1.02984 3.56449 -5.00649
H 1.57988 2.45920 -6.25698
H 2.67805 2.93026 -4.96871
H 1.26429 -1.23890 -4.98644
H 2.76993 -0.35254 -5.22890
H 1.40725 -0.09735 -6.31786
H 3.23975 3.91510 -1.42325
H 3.52044 3.82781 -3.16060
H 4.81792 3.42974 -2.04007
H 3.32550 1.46573 0.30178
H 4.97523 1.51049 -0.32241
H 4.08446 -0.01234 -0.26528
H 4.25248 1.29445 -4.45066
H 4.46983 -0.24195 -3.61682
H 5.50188 1.12720 -3.22085
O -0.31843 1.47227 2.47052
C -1.01146 1.58607 3.47600
C -2.44189 1.42930 3.55001
C -3.02913 1.53240 4.81142
C -4.37716 1.34620 4.96463
C -5.20559 1.10611 3.84427
C -4.66726 1.00510 2.60276
C -3.24137 1.11246 2.37840
O -2.78200 0.96239 1.22078
N -4.95753 1.36838 6.29294
O -6.16701 1.21523 6.39133
O -4.21252 1.52394 7.25001
H -0.52338 1.86170 4.43255
H -2.41918 1.74848 5.68022
H -6.26983 0.99946 4.00352
H -5.28070 0.83360 1.72803
S -4.17524 0.00232 -3.21197
C -3.24147 0.78375 -2.05452
S -2.20747 -0.49100 -1.38181
S -3.20411 2.41463 -1.68607
O -1.69292 -1.67230 1.23604
N -2.62102 -1.80865 2.15981
C -2.33132 -1.64351 3.45977
C -3.29227 -1.90662 4.41526
C -4.54906 -2.33554 4.01990
C -4.82371 -2.47751 2.66690
C -3.84040 -2.20066 1.74303
H -1.32179 -1.32046 3.66278
H -3.04561 -1.76152 5.45664
H -5.31058 -2.54132 4.75891
H -5.79635 -2.78667 2.31431
H -3.94489 -2.26221 0.66891